[1]
DFT (the ωB97M-V functional and the def2-TZVPD basis) results for an isolated molecule of C4H4N2 in a non-equilibrium geometry.

Structure (XYZ):
```
10
C4H4N2 (the ωB97M-V functional and the def2-TZVPD basis)
C 1.1320 -0.6986 -0.0187
C 1.1247 0.6928 -0.0076
N -0.0015 1.4236 0.0305
C -1.1260 0.7196 -0.0550
C -1.1269 -0.7126 0.0212
N -0.0011 -1.4102 -0.0023
H 2.0444 -1.2348 -0.0352
H 2.0832 1.2146 0.1031
H -2.0881 1.2223 -0.0356
H -2.0440 -1.3033 0.1305
```

ΔE to the lowest compared entry with this formula, charge and spin = 6.7 kcal/mol
strongest force on any atom = 1.83 eV/Å
E_HOMO = -9.726 eV
2S+1 = 1
LUMO level = 0.48 eV
calculated total energy = -7192.397 eV
SMILES = c1cnccn1

Atomic partial charges in e from the Mulliken method, atoms 1 to 2: number 1, C, carries -0.1204; number 2, C, carries -0.0813

[2]
DFT (the ωB97M-V functional and the def2-TZVPD basis) results for an isolated molecule of C3H9N3O in a non-equilibrium geometry.

Structure (XYZ):
```
16
C3H9N3O (the ωB97M-V functional and the def2-TZVPD basis)
C 1.3707 0.1231 2.5632
N 1.4926 -0.7574 1.6629
C 0.8837 -0.6966 0.1091
O 0.1101 -1.8024 -0.1918
N 0.1201 0.4803 0.0664
N -0.3119 0.6356 -1.5242
C -1.7618 0.5540 -1.6164
H 0.8757 1.1007 2.4465
H 1.8074 -0.0556 3.5605
H 1.7744 -0.7095 -0.5243
H -0.7084 -1.6351 0.3049
H 0.7264 1.2857 0.1954
H 0.0746 -0.1452 -2.0713
H -2.2433 1.2485 -0.9216
H -2.1333 -0.4626 -1.4310
H -2.0769 0.8364 -2.6285
```

ΔE to the lowest compared entry with this formula, charge and spin = 91.1 kcal/mol
strongest force on any atom = 4.31 eV/Å
E_HOMO = -8.904 eV
2S+1 = 1
LUMO level = 0.94 eV
calculated total energy = -9771.590 eV
SMILES = C=N[C@@H](O)NNC

Atomic partial charges in e from the Mulliken method, atoms 1 to 2: number 1, C, carries -0.2342; number 2, N, carries -0.4811

[3]
DFT (the ωB97M-V functional and the def2-TZVPD basis) results for the ion CH3Cl3N2P with charge +1 in a non-equilibrium geometry.

Structure (XYZ):
```
10
CH3Cl3N2P (the ωB97M-V functional and the def2-TZVPD basis)
C -0.9485 1.1678 1.1560
N -0.1793 0.5529 0.2028
N -0.2996 -0.9321 0.0369
P 0.8807 -1.2112 -1.0501
Cl 1.5736 -2.9645 -0.6874
Cl 2.2567 0.1379 -1.0871
Cl -0.1788 -1.2174 -2.7767
H -1.3811 2.1528 0.6274
H -0.1539 1.7617 1.7549
H -1.5697 0.5520 1.8233
```

ΔE to the lowest compared entry with this formula, charge and spin = 35.5 kcal/mol
strongest force on any atom = 8.16 eV/Å
E_HOMO (alpha / beta) = -15.509 / -15.509 eV
2S+1 = 1
LUMO level (alpha / beta) = -6.48 / -6.48 eV
calculated total energy = -50912.997 eV
charge = +1
SMILES = CN=[N+]=P(Cl)(Cl)Cl

Atomic partial charges in e from the Mulliken method, atoms 1 to 2: number 1, C, carries -0.6438; number 2, N, carries -0.0178

[4]
DFT (the ωB97M-V functional and the def2-TZVPD basis) results for a structure of composition C9H11O3 in a non-equilibrium geometry.

Structure (XYZ):
```
23
C9H11O3 (the ωB97M-V functional and the def2-TZVPD basis)
C -3.0476 1.6099 0.7188
C -3.8724 0.4906 1.3500
O -3.3918 -0.7138 1.3307
O -4.9100 0.7814 1.9387
H -2.2980 1.8119 1.4616
H -3.6423 2.4748 0.4541
H -2.6044 1.2430 -0.2104
C 3.9830 -0.2960 -0.7139
C -0.3559 -0.6382 -0.3460
C 0.5266 -0.9786 0.7145
C 0.2545 -0.0649 -1.4767
C 1.8993 -0.9712 0.5215
C 1.6061 0.2439 -1.4550
C 2.4972 -0.2456 -0.5097
O -1.6197 -0.9404 -0.2858
H -2.4488 -0.8326 0.6838
H 0.1256 -1.2906 1.6709
H -0.3517 0.1326 -2.3513
H 2.4787 -1.5436 1.2282
H 2.0193 0.7692 -2.3134
H 4.5218 -0.8134 0.0790
H 4.3754 0.7055 -0.9249
H 4.2550 -0.9338 -1.5646
```

ΔE to the lowest compared entry with this formula, charge and spin = 11.2 kcal/mol
strongest force on any atom = 1.41 eV/Å
E_HOMO = -4.018 eV
2S+1 = 1
LUMO level = 3.35 eV
calculated total energy = -15655.816 eV
charge = -1

Atomic partial charges in e from the Mulliken method, atoms 1 to 2: number 1, C, carries -0.7672; number 2, C, carries 0.6507

[5]
DFT (the ωB97M-V functional and the def2-TZVPD basis) results for a structure of composition F8N4O16PtS8 in a non-equilibrium geometry.

Structure (XYZ):
```
37
F8N4O16PtS8 (the ωB97M-V functional and the def2-TZVPD basis)
Pt 17.7059 20.8432 -10.7163
N 21.8171 21.5270 -8.6133
S 22.4626 21.3578 -10.0298
O 23.2878 22.4539 -10.4384
O 21.7380 20.7239 -11.0811
F 23.5863 20.3068 -9.5674
S 20.5343 22.4148 -8.9348
O 19.4049 21.6859 -9.4558
O 20.7344 23.7612 -9.3308
F 20.1399 22.6143 -7.4080
N 17.5696 18.7523 -10.5743
S 18.1432 17.6299 -11.6760
O 17.3659 17.4289 -12.8342
O 18.7743 16.5343 -11.0402
F 19.3579 18.4844 -12.2013
S 16.7510 17.7375 -9.6275
O 17.4679 17.0435 -8.6212
O 15.5974 17.1476 -10.2113
F 16.0463 18.9071 -8.7749
N 17.8255 21.3340 -12.7417
S 18.7672 22.5566 -13.4212
O 18.0619 23.7034 -13.8546
O 19.9542 22.2041 -14.1013
F 19.3407 22.9363 -11.9877
S 16.9019 21.0050 -14.0138
O 17.6139 20.2884 -15.0180
O 15.8877 21.9272 -14.3748
F 16.0904 19.8440 -13.2819
N 16.3919 22.0657 -9.6241
S 15.2219 23.1601 -10.1555
O 15.4745 24.5411 -9.9457
O 13.9001 22.6610 -10.1422
F 15.6759 23.0204 -11.6709
S 16.2075 22.2876 -8.0431
O 15.0630 21.6663 -7.4694
O 16.7167 23.4910 -7.4937
F 17.3244 21.2394 -7.5816
```

ΔE to the lowest compared entry with this formula, charge and spin = 20.7 kcal/mol
⟨S²⟩ = 2.005
strongest force on any atom = 5.64 eV/Å
E_HOMO (alpha / beta) = -5.416 / -5.383 eV
2S+1 = 3
LUMO level (alpha / beta) = 4.07 / 1.93 eV
calculated total energy = -150386.118 eV
charge = -2

Atomic partial charges in e from the Mulliken method, atoms 1 to 2: number 1, Pt, carries 2.7650; number 2, N, carries -0.4050

[6]
DFT (the ωB97M-V functional and the def2-TZVPD basis) results for a structure of composition C25H19FeN3S in a non-equilibrium geometry.

Structure (XYZ):
```
49
C25H19FeN3S (the ωB97M-V functional and the def2-TZVPD basis)
Fe -0.6209 0.5541 0.2836
C 0.9353 -0.1496 -2.2245
N -0.3296 0.3105 -1.6061
C -1.4774 0.1322 -2.2432
C -2.6403 0.1230 -1.5108
C -4.0399 -0.0313 -1.7940
C -4.8102 0.1759 -0.6285
C -3.8620 0.4988 0.3728
N -2.5655 0.4903 -0.1156
C 1.0493 -1.6288 -2.1483
C 0.3895 -2.3960 -3.0703
C 0.7024 -3.7624 -3.3005
C 1.4721 -4.3398 -2.3228
C 1.9674 -3.6402 -1.2390
C 1.7825 -2.2458 -1.1353
H 1.7411 0.3837 -1.7418
H 0.9055 0.2255 -3.2339
H -1.3509 -0.0724 -3.2936
H -4.4876 -0.5817 -2.6608
H -5.8949 0.1596 -0.5033
H -4.0721 0.7741 1.3676
H -0.3723 -1.8800 -3.6600
H 0.2117 -4.3278 -4.1359
H 1.6141 -5.4342 -2.3457
H 2.5201 -4.0268 -0.4095
H 2.3030 -1.7006 -0.3279
S 2.1103 2.0628 3.1973
C 1.6435 3.4758 2.2531
C 2.0485 4.8176 2.4491
C 1.5726 5.7914 1.5864
C 0.6498 5.4175 0.5909
C 0.2007 4.1391 0.3821
C 0.6617 3.1956 1.3240
N 0.3837 1.8192 1.3081
C 1.0965 1.0928 2.2330
C 0.8468 -0.4093 2.2720
C 1.4602 -1.3652 3.0601
C 1.0548 -2.7074 3.0189
C -0.0964 -3.0626 2.2613
C -0.7003 -2.0915 1.4364
C -0.1593 -0.8464 1.3687
H 2.6997 5.0176 3.2692
H 1.8639 6.8029 1.6388
H 0.4325 6.2799 -0.0347
H -0.4438 3.8353 -0.5072
H 2.1771 -1.0062 3.8434
H 1.6058 -3.4580 3.5214
H -0.5360 -4.0905 2.2606
H -1.6427 -2.3205 0.8941
```

ΔE to the lowest compared entry with this formula, charge and spin = 0.0 kcal/mol
⟨S²⟩ = 6.037
strongest force on any atom = 4.63 eV/Å
E_HOMO (alpha / beta) = -6.662 / -7.515 eV
2S+1 = 5
LUMO level (alpha / beta) = -0.29 / -0.37 eV
calculated total energy = -75923.808 eV

Atomic partial charges in e from the Mulliken method, atoms 1 to 2: number 1, Fe, carries -0.8091; number 2, C, carries -1.7189